Record 1
The following is a quantum chemistry calculation of 2 unconnected molecules or ions with the total composition C14H16 at a distorted geometry, from the Open Molecules 2025 dataset.

Element x y z (Å)
C  0.1661  3.8468  0.9065
C  0.4208  1.1715  0.7814
C  -0.6224  3.1362  -0.0311
C  1.3066  -2.8695  0.9285
C  -0.5230  1.7876  -0.0543
C  1.2638  1.8831  1.6158
C  0.0214  -2.0409  -2.4269
C  -0.0353  -2.4723  -0.9869
C  -1.6261  3.6616  -0.9807
C  -0.9281  -3.6775  0.9367
C  1.0508  3.2810  1.7421
C  -1.0695  -3.2288  -0.4451
C  1.1511  -2.3008  -0.2939
C  0.2898  -3.4861  1.6065
H  0.0482  4.8246  0.9123
H  0.5053  0.0962  0.7105
H  1.5828  3.9153  2.3785
H  -1.1210  1.1072  -0.5658
H  -2.5415  2.9405  -1.0522
H  2.0832  1.3509  2.2894
H  0.1696  -2.8479  -3.1760
H  -1.8471  4.7649  -1.0493
H  2.0601  -1.7823  -0.7139
H  2.3311  -2.5408  1.5080
H  -1.8698  -3.3923  -1.1858
H  1.0287  -1.6302  -2.8107
H  -1.2822  3.8441  -1.9511
H  0.3931  -3.8714  2.5166
H  -1.6207  -4.2379  1.5975
H  -0.7858  -1.2326  -2.7070

The calculation puts the HOMO energy (alpha / beta) at 0.0354 / -0.1443 Ha. As for the spin multiplicity: 2. The charge is -1. For the energy, the calculation gives -14773.44906 eV.

Results of the Mulliken charge analysis, in e, for atoms 1 through 4: atom 1 (C): -0.796, atom 2 (C): 0.010, atom 3 (C): 0.997, atom 4 (C): -0.303



Record 2
The following is a quantum chemistry calculation of C5H8N2 in the gas phase at a distorted geometry, from the Open Molecules 2025 dataset.

Element x y z (Å)
N  2.2310  -0.3267  0.9011
N  -1.1816  0.8678  0.5170
C  1.0175  0.1191  0.4095
C  -0.7933  0.5373  -0.8094
C  -1.5600  -0.2868  -1.5283
C  0.6737  0.5039  -0.8302
C  -0.2771  -0.0917  1.1504
H  3.0110  -0.1108  0.2943
H  2.4273  -0.0759  1.8609
H  -0.6916  -1.0764  0.5868
H  -2.6244  -0.3606  -1.3380
H  -0.2330  0.0486  2.2508
H  -1.1529  -0.7235  -2.4236
H  1.2809  0.4559  -1.7249
H  -2.1275  0.5199  0.6837

The calculation puts the HOMO energy at -0.2909 Ha. The charge is 0. For the energy, the calculation gives -8292.69213 eV.

Results of the Mulliken charge analysis, in e, for atoms 1 through 4: atom 1 (N): -0.494, atom 2 (N): -0.522, atom 3 (C): 0.144, atom 4 (C): 0.442



Record 3
The following is a quantum chemistry calculation of C19H27N3O3 in the gas phase, from the Open Molecules 2025 dataset.

Element x y z (Å)
O  -2.7441  2.6738  -1.2813
O  -0.9656  -0.0132  1.9105
O  -0.1497  -3.1869  0.7238
N  1.6142  -1.5794  -0.5717
N  -1.5882  1.4326  0.2507
N  2.4867  0.7837  0.1821
C  -0.1796  -0.8500  -2.0562
C  -0.2606  1.7732  -0.2124
C  1.8058  3.1733  0.0746
C  -2.4286  -1.5754  -1.6841
C  -3.9202  1.2659  0.3294
C  -0.6512  -2.3770  -0.2617
C  1.9566  -1.4785  0.8378
C  -3.3208  0.3653  1.4010
C  0.3729  2.9320  0.5546
C  2.8057  2.1325  0.5948
C  -1.5164  -0.8483  -2.4176
C  -2.7295  1.9005  -0.3605
C  2.8816  -0.2736  1.0875
C  -1.8202  0.5330  1.2617
C  0.2857  -1.5735  -0.9594
C  2.6456  -1.0434  -1.4209
C  -1.9882  -2.3452  -0.6153
C  -1.0485  -3.8769  1.5514
C  2.8864  0.4619  -1.1730
H  -3.5686  -0.6861  1.2555
H  -0.2210  3.8366  0.4040
H  1.8207  3.1956  -1.0158
H  2.2911  1.0688  -1.8597
H  -1.6333  -4.6172  0.9938
H  3.5624  -1.5983  -1.1905
H  3.9425  -0.5522  0.9583
H  2.1409  4.1506  0.4284
H  3.9534  0.6974  -1.3518
H  -1.8399  -0.2593  -3.2626
H  0.3781  2.6969  1.6205
H  0.3697  0.8934  -0.0878
H  2.7854  2.1619  1.6869
H  -1.7254  -3.1889  2.0691
H  1.0442  -1.3329  1.4130
H  2.4032  -1.2320  -2.4668
H  -3.6229  0.6405  2.4120
H  2.7468  0.0599  2.1170
H  2.4426  -2.4026  1.1733
H  3.8216  2.4256  0.2706
H  -3.4765  -1.5711  -1.9449
H  -2.7048  -2.9469  -0.0774
H  -4.5614  2.0491  0.7346
H  -4.5005  0.7160  -0.4114
H  -0.3536  2.0314  -1.2694
H  -0.4317  -4.3920  2.2867
H  0.5074  -0.2508  -2.6314

The calculation puts the HOMO energy at -0.2698 Ha. The charge is 0. For the energy, the calculation gives -30754.61760 eV.

Results of the Mulliken charge analysis, in e, for atoms 1 through 4: atom 1 (O): -0.637, atom 2 (O): -0.566, atom 3 (O): -0.436, atom 4 (N): 0.042



Record 4
The following is a quantum chemistry calculation of C5H6O3 in the gas phase at a distorted geometry, from the Open Molecules 2025 dataset.

Element x y z (Å)
O  -0.8581  2.0267  -0.0681
O  -0.0584  -1.4223  0.1586
O  2.5806  -0.1063  -0.5686
C  0.2814  -0.0548  0.2326
C  1.6826  0.3519  0.4732
C  -0.8245  0.7013  -0.0258
C  -1.9404  -0.2310  -0.1849
C  -1.3989  -1.4887  -0.0261
H  -2.9654  0.0045  -0.3673
H  -1.7796  -2.4816  0.0014
H  2.6230  -1.0468  -0.4759
H  -1.7632  2.3263  -0.0540
H  1.7449  1.4491  0.4268
H  2.0250  0.0916  1.4798

The calculation puts the HOMO energy at -0.3087 Ha. The charge is 0. For the energy, the calculation gives -11423.30456 eV.

Results of the Mulliken charge analysis, in e, for atoms 1 through 4: atom 1 (O): -0.533, atom 2 (O): -0.385, atom 3 (O): -0.510, atom 4 (C): 0.143



Record 5
The following is a quantum chemistry calculation of C4H7N in the gas phase at a distorted geometry, from the Open Molecules 2025 dataset.

Element x y z (Å)
N  1.5193  -0.6989  -0.3762
C  -0.9452  -0.6280  0.0524
C  -1.8756  0.2921  -0.1350
C  1.3539  0.6978  0.0573
C  0.4453  -0.3761  0.5718
H  -2.9013  0.0989  -0.4091
H  1.0293  1.4930  -0.6974
H  2.0958  1.1323  0.7283
H  0.5887  -0.8930  1.4724
H  -1.1416  -1.7368  0.0079
H  -1.5048  1.3590  0.1115
H  1.3363  -0.7403  -1.3840

The calculation puts the HOMO energy at -0.3411 Ha. The charge is 0. For the energy, the calculation gives -5749.16581 eV.

Results of the Mulliken charge analysis, in e, for atoms 1 through 4: atom 1 (N): -0.591, atom 2 (C): -0.363, atom 3 (C): -0.583, atom 4 (C): -0.311



Record 6
The following is a quantum chemistry calculation of a molecular structure, CH7Na7O7 at a distorted geometry, from the Open Molecules 2025 dataset.

Element x y z (Å)
Na  1.9164  -4.7694  0.8560
Na  -1.7126  3.3011  1.2718
Na  -1.0522  -4.9098  -3.4663
Na  0.5692  -0.6704  -4.4044
Na  4.7860  -0.4316  0.0533
Na  -2.4926  -3.8246  1.3684
Na  0.9693  -0.6712  4.2507
O  -0.3708  -1.4881  -0.7410
O  -1.0263  -0.3992  1.0135
O  4.0394  2.9829  1.8100
O  -4.5414  0.5197  3.4650
O  -3.3212  0.1294  -4.2078
O  5.4378  2.1721  -2.5073
O  0.8345  0.1162  0.1256
C  -0.1745  -0.5748  0.1381
H  -3.8060  0.2072  2.9380
H  -4.2310  0.4613  4.3686
H  4.5895  2.2568  -2.0300
H  -3.8121  -0.5056  -3.6863
H  3.9969  3.3974  2.6718
H  3.2176  2.4976  1.7364
H  -3.8157  0.2032  -5.0240

The calculation puts the HOMO energy at -0.5304 Ha. The charge is +4. For the energy, the calculation gives -46357.18740 eV.

Results of the Mulliken charge analysis, in e, for atoms 1 through 4: atom 1 (Na): 0.698, atom 2 (Na): 0.980, atom 3 (Na): 0.920, atom 4 (Na): 0.964